No. 1
33
Properties=species:S:1:pos:R:3:forces:R:3:mulliken_charge:R:1 method="wB97M-V/def2-TZVPD" homo_ha=-0.4566 relative_energy_kcal_mol=36.1 gap_ev=9.91 total_charge=+1 total_energy_ha=-688.6060 e_lumo_ha=-0.09230
C -2.24487 0.62033 -0.70503 -0.7 -0.1 0.1 -0.537
C -1.97506 0.18139 0.72462 -0.2 -0.2 0.5 -0.602
C -0.71722 0.81813 1.25410 -0.2 -0.4 0.3 -0.215
C 0.43519 0.16533 1.36257 -0.2 0.4 -0.1 -0.304
N 1.65767 0.79494 1.69225 0.2 0.0 -0.2 -0.360
C 2.10128 0.86646 2.86896 0.0 -0.1 0.1 -0.427
N -1.24248 0.01861 -1.62001 -0.7 -0.6 0.1 0.068
H -3.24320 0.30453 -1.02513 0.2 0.1 0.0 0.437
H -2.16749 1.70395 -0.76921 0.0 -0.1 -0.3 0.339
H -2.82801 0.46282 1.35773 0.2 0.2 -0.3 0.412
H -1.96678 -0.91054 0.81383 0.3 0.1 -0.2 0.127
H -0.80558 1.85308 1.57326 0.2 0.0 -0.2 0.351
H 0.50908 -0.86680 1.03188 0.1 0.0 0.1 0.341
H 1.58959 0.44985 3.74047 -0.1 0.0 -0.1 0.286
H 3.06125 1.34943 3.03066 -0.1 0.0 0.0 0.273
H -1.41484 0.24420 -2.59573 0.2 0.4 0.0 0.374
H -1.20742 -1.01799 -1.54860 0.1 0.3 0.3 0.357
H -0.30919 0.33846 -1.37181 0.3 -0.1 -0.4 -0.086
H -0.71798 -2.94403 0.02486 0.0 0.2 -0.4 0.347
H -0.43655 -3.44355 -1.40427 0.0 0.2 0.0 0.282
O -0.49700 -2.62982 -0.88437 -0.1 -0.5 0.3 -0.618
H 3.13662 2.28752 -1.04318 -0.2 -0.2 -0.2 0.323
H 2.30522 1.58601 0.05110 -0.2 -0.2 0.1 0.501
O 2.36257 1.71645 -0.91868 0.5 0.5 0.2 -0.705
H -0.64672 -3.44500 2.36101 -0.6 0.0 -0.5 0.295
H -1.95380 -4.02143 1.76482 -0.1 -0.1 0.0 0.276
O -1.29695 -3.33085 1.63842 0.6 0.0 0.6 -0.617
H 1.49888 -1.36286 -1.31638 -0.2 0.5 -0.7 0.321
H 1.98515 0.07683 -1.61605 -0.1 -0.1 -0.3 0.352
O 1.36141 -0.60789 -1.92960 0.5 -0.5 0.9 -0.649
H 0.77133 2.25286 -1.57977 -0.4 0.5 -0.5 0.346
H -0.03868 3.18412 -2.57261 0.2 -0.1 0.2 0.303
O -0.11848 2.43467 -1.97150 0.3 -0.1 0.2 -0.590


No. 2
32
Properties=species:S:1:pos:R:3:forces:R:3:mulliken_charge:R:1 method="wB97M-V/def2-TZVPD" homo_ha=-0.2977 relative_energy_kcal_mol=34.7 gap_ev=8.43 total_energy_ha=-634.0066 e_lumo_ha=0.01189
C -2.98808 -1.17049 -0.53028 -1.1 -1.3 1.2 -1.155
C -1.78388 -2.07402 -0.86526 -0.8 0.5 -0.8 -0.820
C -0.48908 -1.44282 -0.47513 0.9 -1.5 -1.3 0.868
C -0.00058 -0.26241 -1.28429 -1.0 0.7 1.7 -1.112
C 0.27214 -2.08301 0.41550 0.3 0.9 1.4 -0.446
N 1.55840 -1.63629 0.86403 0.1 0.0 -1.1 -0.388
H -2.84958 -0.30844 0.11903 0.8 0.4 -0.5 0.355
H -3.59512 -0.96258 -1.40585 0.0 0.4 0.0 0.285
H -3.63096 -1.73703 0.15548 -0.2 -0.2 -0.3 0.326
H -1.86769 -3.11858 -0.55425 -0.1 0.3 1.0 0.400
H -1.90040 -2.27029 -1.94356 0.8 0.5 -0.1 0.328
H 0.70106 0.28350 -0.65395 0.6 0.0 -0.6 0.243
H -0.83005 0.45898 -1.29595 -0.1 -0.2 -0.4 0.243
H 0.33944 -0.41421 -2.30011 0.3 -0.3 0.0 0.301
H -0.14045 -2.77197 1.14638 -0.3 -0.5 -0.6 0.316
H 2.07916 -1.33005 0.04513 0.2 0.2 0.0 0.125
H 2.12347 -2.38832 1.23350 -0.3 -0.1 0.3 0.282
O 1.21544 1.10356 1.94787 -0.2 1.0 -0.1 -0.710
H 1.38270 0.59640 2.73922 0.3 -0.4 0.0 0.272
H 1.12895 0.49246 1.21142 0.2 -0.5 0.3 0.327
O 0.27534 4.05155 1.29172 -0.1 -0.3 -0.5 -0.700
H 0.90974 3.36244 1.52191 -0.1 -0.1 0.3 0.288
H 0.14461 3.84916 0.34024 0.3 0.5 0.8 0.418
O 3.48040 -0.81483 -1.60303 -2.2 0.0 0.3 -0.618
H 3.96999 -1.46875 -2.08816 1.1 0.4 0.2 0.284
H 3.88495 -0.08833 -1.13521 1.1 -0.3 -0.4 0.307
O 0.43873 3.39199 -1.31778 -0.2 -0.1 -0.5 -0.675
H -0.51189 3.27527 -1.42603 0.0 -0.1 -0.2 0.355
H 0.68969 4.03337 -1.99135 0.0 0.0 0.1 0.290
O -1.59456 0.21618 2.68912 -0.7 -0.4 0.2 -0.624
H -0.65087 0.07883 2.62138 0.2 0.3 -0.2 0.318
H -1.76101 1.14869 2.52829 0.3 0.1 0.0 0.319


No. 3
34
Properties=species:S:1:pos:R:3:forces:R:3:mulliken_charge:R:1 method="wB97M-V/def2-TZVPD" homo_ha=-0.3599 relative_energy_kcal_mol=35.0 gap_ev=10.07 total_energy_ha=-784.5285 e_lumo_ha=0.01029
C 0.58543 -2.88606 -1.02347 0.8 1.1 -0.7 -1.090
C 0.83834 -2.20124 0.31888 -0.2 0.2 0.4 -0.462
N 1.21595 -0.78455 0.20785 -0.1 0.2 0.3 0.209
C 0.29461 0.12103 -0.19228 0.8 -0.9 -0.8 -0.018
O -0.83425 -0.16375 -0.57967 -0.1 -0.1 0.1 -0.682
C 2.42645 -0.31875 0.92436 -0.2 -0.3 -1.2 -0.942
C 2.17416 0.06769 2.39704 1.9 0.7 -0.5 -0.298
O 2.84696 1.31120 2.59451 0.2 -0.1 0.8 -0.543
H 0.06648 -3.81642 -0.91085 -0.1 -0.6 0.1 0.379
H 1.52316 -3.00175 -1.57570 0.2 -0.5 0.4 0.318
H 0.04883 -2.27890 -1.75485 -0.6 0.2 0.6 0.070
H 1.64672 -2.69178 0.86554 0.0 0.0 -0.2 0.479
H -0.01924 -2.27641 0.99788 -0.2 0.0 -0.3 0.306
H 0.73821 1.10645 -0.30878 -0.2 0.5 0.3 0.373
H 3.20774 -1.05975 0.70188 -0.3 -0.2 0.7 0.481
H 2.86248 0.54738 0.40431 -0.6 0.1 0.2 0.441
H 1.11274 0.09772 2.60473 -0.3 0.0 0.1 0.288
H 2.71540 -0.59872 3.08293 -0.6 -0.1 -0.2 0.260
H 2.32736 2.10611 2.39801 -0.5 -0.4 -0.3 0.377
O -2.89807 1.59210 -1.12991 -0.1 0.2 -0.8 -0.702
H -2.13134 0.98320 -1.09175 -0.4 -0.2 0.5 0.517
H -3.60770 1.23743 -0.58814 0.2 -0.2 0.0 0.290
O 1.05193 3.36543 1.92382 0.2 0.3 0.1 -0.660
H 0.57815 3.52414 2.74503 0.0 0.1 0.1 0.286
H 0.36001 3.40578 1.24096 0.0 -0.4 0.1 0.396
O -2.91658 -2.55687 -1.53555 0.1 0.1 0.4 -0.630
H -2.55219 -1.67480 -1.39024 -0.1 0.0 -0.2 0.332
H -2.22793 -3.10383 -1.14609 -0.1 -0.2 0.0 0.309
O -1.89265 -1.07734 -3.86652 0.0 0.1 -0.2 -0.609
H -0.95045 -1.18250 -3.71686 0.1 0.1 0.1 0.289
H -2.15713 -0.31374 -3.34573 0.0 0.1 0.0 0.306
O -1.11450 2.56342 0.53388 0.2 0.7 0.1 -0.683
H -1.37946 2.70152 -0.38578 -0.1 -0.2 0.0 0.344
H -1.92990 2.79727 0.98805 0.0 -0.1 0.2 0.269


No. 4
34
Properties=species:S:1:pos:R:3:forces:R:3:mulliken_charge:R:1 method="wB97M-V/def2-TZVPD" homo_ha=-0.3356 relative_energy_kcal_mol=17.5 gap_ev=9.56 total_energy_ha=-689.3947 e_lumo_ha=0.01587
C -0.99263 -1.41413 2.40680 0.2 0.0 0.7 -1.024
N -0.14613 -0.42481 1.75676 -0.4 -0.3 -0.7 -0.172
C -0.94519 0.50582 0.93985 0.4 0.1 -0.1 -1.019
C -0.04700 1.34942 0.00192 -0.6 0.4 -0.1 0.797
N -0.57220 2.72533 0.02411 -0.1 -0.1 0.3 -0.745
C 0.06433 0.78091 -1.42791 0.2 0.3 -0.2 -0.620
C 1.10454 -0.31859 -1.61255 -0.5 -0.8 -0.6 -0.417
O 0.76197 -1.20765 -2.68017 -0.6 -0.4 0.1 -0.628
H -1.79779 -0.97399 3.01328 -0.1 0.0 -0.3 0.328
H -1.41979 -2.09541 1.67322 -0.1 0.0 0.0 0.221
H -0.39576 -1.99916 3.11009 0.1 -0.1 -0.2 0.343
H 0.32732 0.11487 2.46235 0.1 0.2 0.3 0.365
H -1.69525 -0.04027 0.35843 0.2 -0.2 0.1 0.346
H -1.52158 1.18622 1.58035 0.1 0.0 0.0 0.309
H 0.94175 1.40951 0.45472 0.1 0.0 -0.1 0.166
H 0.08182 3.38830 -0.35347 0.3 0.1 -0.2 0.281
H -1.41229 2.80738 -0.52729 -0.2 0.0 -0.1 0.234
H -0.89514 0.40812 -1.79961 0.0 -0.2 0.4 0.148
H 0.28146 1.58874 -2.13432 0.2 0.1 0.2 0.159
H 2.06842 0.08233 -1.91548 0.1 0.1 0.4 0.264
H 1.19561 -0.91571 -0.70271 0.2 0.2 0.2 0.261
H -0.00898 -1.76608 -2.40726 0.8 0.6 -0.2 0.411
O -1.36614 -2.64127 -1.41374 -0.1 0.2 -0.3 -0.725
H -1.53025 -1.91064 -0.80988 -0.1 0.1 0.2 0.336
H -1.02652 -3.36087 -0.88349 0.1 -0.2 0.2 0.324
O -3.31014 0.29274 -1.23695 0.1 0.2 0.1 -0.610
H -2.82372 1.09179 -1.46761 0.0 0.0 0.1 0.296
H -3.59725 -0.03700 -2.08741 -0.2 -0.3 -0.3 0.324
O 3.48322 1.59691 0.15940 -0.2 -0.6 0.4 -0.637
H 4.06236 2.09384 0.74222 0.0 0.1 0.0 0.287
H 3.27148 0.77533 0.67098 0.2 0.6 -0.4 0.417
O 2.80822 -0.74014 1.55563 0.2 -0.1 0.0 -0.723
H 3.19726 -1.51149 1.13196 0.1 0.0 0.0 0.370
H 1.85398 -0.84037 1.41777 -0.5 0.0 0.0 0.333


No. 5
36
Properties=species:S:1:pos:R:3:forces:R:3:mulliken_charge:R:1 method="wB97M-V/def2-TZVPD" homo_ha=-0.3560 relative_energy_kcal_mol=34.2 gap_ev=9.82 total_energy_ha=-839.8825 e_lumo_ha=0.00491
C -2.50377 -0.17308 1.41772 0.5 0.0 0.3 -0.726
C -1.49461 -0.43126 2.23706 0.5 0.2 0.6 -0.291
C -0.20005 0.36112 2.45806 -1.5 -1.0 -0.5 -0.753
C 0.41974 0.93001 1.19820 0.0 1.2 0.4 1.084
N 1.84534 1.13993 1.40100 0.8 -0.8 -0.6 -0.620
C -0.22628 2.25417 0.77036 0.6 0.4 0.1 -0.279
N 0.42366 2.89138 -0.27508 -0.3 0.0 0.1 -0.281
O -1.19255 2.76502 1.29210 -0.3 -0.4 -0.1 -0.577
H -3.35584 -0.83340 1.39050 -0.2 0.1 -0.2 0.317
H -2.47269 0.74919 0.85476 -0.4 -0.1 -0.2 0.170
H -1.51355 -1.27078 2.92788 -0.4 -0.2 -0.3 0.415
H -0.43359 1.12727 3.19796 0.5 0.1 0.1 0.231
H 0.46770 -0.41219 2.83343 0.4 0.5 0.3 0.357
H 0.21944 0.23164 0.37882 0.3 -0.1 -0.1 -0.009
H 2.24865 2.05984 1.45502 -0.6 0.3 0.2 0.271
H 2.40403 0.58986 0.75627 0.0 0.0 0.4 0.254
H 1.42796 2.82273 -0.31125 -0.1 -0.2 -0.2 0.249
H 0.04615 3.81216 -0.43750 0.1 0.1 0.0 0.280
O -0.18104 1.12053 -3.00716 0.2 -0.3 -0.2 -0.613
H -0.05038 1.96850 -2.56926 -0.1 0.0 0.2 0.294
H -1.10282 1.14767 -3.28883 0.0 0.1 0.0 0.302
O 2.90151 -1.20598 0.04514 0.2 0.0 -0.1 -0.702
H 2.95635 -2.05041 0.50931 -0.2 0.2 0.1 0.344
H 2.06339 -1.23275 -0.42907 0.0 -0.2 0.1 0.321
O -2.42967 1.86081 -1.53800 -0.4 0.1 -0.9 -0.655
H -1.89589 1.18666 -1.10782 -0.1 0.5 0.5 0.279
H -2.63346 2.61326 -0.97238 0.3 -0.5 0.4 0.347
O -0.61980 -3.42749 0.52051 -0.8 -0.4 0.1 -0.664
H 0.19988 -3.90598 0.36720 0.3 0.5 -0.1 0.325
H -0.46509 -2.49387 0.67334 0.4 0.0 0.0 0.320
O 1.77304 -3.52099 -1.20817 -0.3 -0.4 0.3 -0.641
H 2.63200 -3.09919 -1.13707 -0.1 0.2 -0.5 0.317
H 1.13220 -2.92495 -1.63682 0.2 -0.1 -0.2 0.372
O -0.05700 -1.91854 -2.94107 0.5 -0.5 0.2 -0.658
H 0.56037 -1.20616 -3.14444 -0.5 0.3 -0.1 0.330
H -0.89333 -1.52474 -2.68071 0.1 0.2 0.0 0.286


No. 6
33
Properties=species:S:1:pos:R:3:forces:R:3:mulliken_charge:R:1 method="wB97M-V/def2-TZVPD" homo_ha="-0.6517 / -0.6173" relative_energy_kcal_mol=6.1 gap_ev="11.70 / 5.67" total_charge=+2 total_energy_ha=-593.0065 e_lumo_ha="-0.22193 / -0.40899" s_squared=0.757 spin_multiplicity=2
N -2.28890 0.78740 0.86477 -0.5 -1.2 0.6 -0.103
C -1.57840 0.13515 2.03074 2.6 0.3 -1.2 -0.609
C -0.02885 0.43112 1.83995 -1.5 0.3 0.7 -0.756
N 0.48935 -0.42881 0.79661 0.8 1.1 0.2 0.114
C 1.55759 -0.05096 -0.08934 0.1 -0.8 1.8 0.569
C 2.71520 -0.96684 0.22415 0.8 -1.1 0.1 -1.729
C 1.12367 -0.12126 -1.60078 -2.8 -0.3 -2.2 -0.470
N 1.13675 -1.41965 -2.20079 0.7 1.2 1.2 -0.318
H -1.70450 0.85047 0.03206 0.2 0.6 0.0 0.072
H -2.69212 1.69067 1.10422 0.0 0.3 -0.5 0.388
H -3.04517 0.17247 0.55571 -0.4 0.3 0.2 0.362
H -1.63863 -0.94322 1.87295 -0.7 0.1 0.7 0.421
H -1.86774 0.55773 2.98687 -0.6 -0.3 -0.1 0.397
H 0.46557 0.17198 2.79268 -0.1 0.2 -0.3 0.422
H 0.10555 1.49909 1.67776 0.3 0.0 -0.3 0.438
H 0.58693 -1.32921 1.27318 0.1 -0.6 -0.9 0.156
H 1.88272 0.99781 -0.05249 -0.6 -0.1 0.6 0.326
H 3.59994 -0.69494 -0.34894 0.1 0.0 0.1 0.417
H 2.94489 -1.00475 1.29344 0.2 0.8 -0.1 0.396
H 2.50923 -2.03638 0.06220 -0.2 0.4 -0.5 0.418
H 0.07683 0.24490 -1.66232 0.2 -0.6 0.6 0.042
H 1.49765 0.70935 -2.19407 1.5 -0.5 0.0 0.444
H 2.03932 -1.87238 -2.31678 -0.1 0.1 -0.4 0.300
H 0.45513 -2.04402 -1.79527 -0.2 -0.3 -0.3 0.293
H -2.42494 3.42522 -1.50297 0.0 0.0 -0.4 0.305
H -2.22928 3.82334 -0.02841 -0.3 0.1 -0.5 0.331
O -2.59709 3.13460 -0.60522 0.4 -0.1 0.9 -0.632
H -1.23919 1.02926 -3.81865 -1.2 -0.7 -0.2 0.303
H -0.41332 2.12403 -3.65770 0.2 1.2 0.2 0.318
O -1.30107 1.87831 -3.37737 1.0 -0.5 0.0 -0.615
H 0.43244 -3.84839 2.66210 -0.5 0.5 -0.7 0.350
H 1.13540 -3.54516 1.36495 -0.4 -0.2 0.0 0.313
O 0.29503 -3.35692 1.81677 1.0 -0.2 0.7 -0.664